(a)
{"formula": "C9H14", "method": "ωB97M-V/def2-TZVPD", "homo_energy_ev": -8.94, "smiles": "Cc1ccccc1.CC", "homo_lumo_gap_ev": 9.955, "charge": 0, "lumo_energy_ha": 0.03731, "elements": ["C", "H", "H", "H", "C", "H", "H", "C", "H", "C", "C", "C", "H", "C", "H", "C", "H", "H", "H", "H", "H", "C", "H"], "positions_angstrom": [[-0.06, 1.91, -1.57], [1.71, -3.35, 0.14], [-3.05, 2.09, -0.08], [-1.98, 2.00, -2.51], [-1.44, 1.92, -1.57], [1.70, 1.01, -0.75], [0.53, -0.35, 2.35], [-1.30, 1.33, 0.74], [0.24, -3.16, 1.14], [0.22, -2.26, -0.82], [0.95, -2.65, 0.49], [0.82, 0.57, 1.85], [0.25, -1.20, -0.99], [0.05, 1.03, 0.66], [0.92, 1.31, 2.65], [0.69, 1.34, -0.56], [1.89, 0.47, 1.60], [-0.84, -2.56, -0.82], [1.49, -1.82, 0.90], [0.61, -2.77, -1.69], [0.42, 2.15, -2.52], [-2.05, 1.81, -0.33], [-1.78, 1.19, 1.70]]}

(b)
{"formula": "C9H14", "method": "ωB97M-V/def2-TZVPD", "homo_energy_ev": -8.91, "smiles": "Cc1ccccc1.CC", "homo_lumo_gap_ev": 9.945, "charge": 0, "lumo_energy_ha": 0.03796, "elements": ["C", "H", "H", "H", "C", "C", "H", "H", "H", "H", "C", "C", "H", "H", "C", "C", "H", "H", "C", "H", "H", "C", "H"], "positions_angstrom": [[-3.09, 0.11, -2.37], [-3.50, -0.73, -0.41], [-1.89, -1.01, -0.96], [1.34, 1.34, 3.31], [2.66, 0.34, 0.38], [2.21, 0.96, 2.78], [0.74, -1.28, -1.72], [2.76, -0.12, -1.75], [2.95, 1.72, 2.56], [-0.23, -0.16, 2.21], [0.51, -0.22, 1.44], [2.17, -0.06, -0.85], [-2.71, 1.00, -2.86], [-0.90, -1.26, 0.29], [0.10, -0.86, 0.24], [1.82, 0.25, 1.48], [-4.18, 0.10, -2.45], [3.67, 0.74, 0.49], [-2.65, -0.27, -0.93], [2.60, 0.20, 3.50], [-2.95, -0.73, -3.12], [0.94, -0.73, -0.82], [-2.36, 0.66, -0.43]]}

(a) comes first in stability; the runner-up is 9.4 kcal/mol higher.

(a)
{"formula": "C9H14", "method": "ωB97M-V/def2-TZVPD", "homo_energy_ev": -8.70, "smiles": "Cc1ccccc1.CC", "homo_lumo_gap_ev": 9.731, "charge": 0, "lumo_energy_ha": 0.03804, "elements": ["H", "H", "H", "C", "H", "H", "C", "H", "H", "C", "H", "C", "H", "H", "C", "H", "C", "C", "H", "C", "H", "C", "H"], "positions_angstrom": [[1.08, 2.17, -2.18], [-1.17, -0.48, 0.53], [-2.16, -1.18, 2.19], [-0.14, -1.36, 3.18], [1.80, -1.96, -2.11], [-1.16, 2.86, -1.50], [-1.46, -0.57, 2.92], [2.39, 0.32, -2.90], [-1.24, 0.45, 2.49], [1.62, 0.25, -2.10], [0.43, -1.10, 2.38], [1.33, -1.10, -1.60], [-2.11, -0.21, 3.83], [0.42, -0.79, 3.93], [-0.32, -0.14, -0.04], [-1.59, 2.49, 0.06], [-0.22, 1.02, -0.78], [0.87, 1.30, -1.71], [0.41, -2.17, 0.03], [0.52, -1.24, -0.50], [-2.21, 1.36, -1.12], [-1.31, 1.94, -0.85], [-0.17, -2.40, 3.20]]}

(b)
{"formula": "C9H14", "method": "ωB97M-V/def2-TZVPD", "homo_energy_ev": -8.78, "smiles": "Cc1ccccc1.CC", "homo_lumo_gap_ev": 9.736, "charge": 0, "lumo_energy_ha": 0.03528, "elements": ["H", "H", "H", "H", "C", "C", "C", "C", "H", "C", "H", "H", "H", "H", "H", "C", "C", "H", "C", "H", "H", "C", "H"], "positions_angstrom": [[1.63, -2.11, -3.05], [0.69, 2.61, -1.74], [-1.23, 1.44, 2.71], [-2.43, -0.84, 1.02], [1.67, -1.97, -0.82], [1.05, 0.23, 0.14], [1.55, -1.50, -2.12], [-1.50, -0.21, 1.43], [-0.75, 1.66, -2.22], [1.45, -1.12, 0.33], [-1.62, -0.11, 3.61], [1.59, -1.44, 1.34], [-1.34, 0.60, 0.75], [0.83, 0.95, 0.77], [-0.84, -1.15, 1.54], [0.68, 0.53, -1.17], [-1.86, 0.56, 2.79], [0.70, -0.06, -3.31], [-0.05, 1.85, -1.48], [-2.86, 0.79, 2.95], [2.26, -2.86, -0.40], [0.99, -0.24, -2.34], [-0.61, 2.40, -0.73]]}

(c)
{"formula": "C9H14", "method": "ωB97M-V/def2-TZVPD", "homo_energy_ev": -8.89, "smiles": "Cc1ccccc1.CC", "homo_lumo_gap_ev": 9.885, "charge": 0, "lumo_energy_ha": 0.03643, "elements": ["C", "C", "H", "H", "C", "H", "H", "C", "H", "C", "H", "H", "C", "H", "C", "H", "H", "C", "H", "C", "H", "H", "H"], "positions_angstrom": [[-0.21, -3.03, -0.01], [-0.81, 1.88, 2.25], [-0.12, -2.08, 0.56], [0.78, -3.44, -0.03], [-0.05, 1.62, 0.99], [-0.38, -3.31, -2.21], [1.29, -0.03, 1.79], [1.39, 1.30, -1.48], [-0.84, -3.72, 0.58], [0.30, 2.24, -1.35], [-1.49, 2.74, 2.29], [0.01, 2.99, -2.11], [-0.32, 2.41, -0.10], [-0.19, 1.86, 3.18], [1.09, 0.69, 0.85], [-1.49, 1.01, 2.26], [-1.15, 3.12, 0.02], [-0.85, -2.76, -1.34], [-1.85, -3.27, -1.42], [1.62, 0.55, -0.39], [2.38, -0.34, -0.39], [1.86, 1.28, -2.47], [-0.96, -1.69, -1.45]]}

(c) comes first in stability; the runner-up is 15.5 kcal/mol higher.

(a)
{"formula": "C9H14", "method": "ωB97M-V/def2-TZVPD", "homo_energy_ev": -9.03, "smiles": "Cc1ccccc1.CC", "homo_lumo_gap_ev": 10.074, "charge": 0, "lumo_energy_ha": 0.03842, "elements": ["H", "H", "C", "H", "H", "C", "C", "C", "C", "C", "H", "C", "H", "H", "H", "C", "H", "H", "H", "H", "C", "H", "H"], "positions_angstrom": [[-1.72, 0.51, -2.89], [3.65, 3.01, 0.77], [2.39, 1.54, -0.15], [2.48, 2.46, 1.90], [-0.84, -2.72, 2.03], [-1.03, -1.96, 1.29], [-1.17, 0.95, -2.06], [-1.03, -0.02, -0.84], [-0.76, 0.24, 0.49], [-0.97, -1.37, -1.00], [-0.69, 1.34, 0.65], [-1.12, -2.38, -0.01], [-1.73, 1.77, -1.71], [-0.96, -3.49, -0.20], [1.33, 1.76, -0.20], [3.13, 2.24, 1.00], [-1.00, -1.78, -2.01], [4.03, 1.70, 1.38], [2.85, 0.61, -0.33], [-1.03, -0.18, 2.49], [-0.92, -0.61, 1.56], [2.80, 2.03, -1.11], [-0.32, 1.25, -2.44]]}

(b)
{"formula": "C9H14", "method": "ωB97M-V/def2-TZVPD", "homo_energy_ev": -8.90, "smiles": "Cc1ccccc1.CC", "homo_lumo_gap_ev": 9.955, "charge": 0, "lumo_energy_ha": 0.03885, "elements": ["H", "C", "H", "C", "H", "C", "H", "C", "H", "C", "C", "H", "H", "H", "H", "H", "H", "C", "H", "C", "H", "H", "C"], "positions_angstrom": [[2.18, 0.21, 0.90], [0.05, 2.12, 0.02], [-3.66, -0.69, -0.29], [1.86, -1.52, -0.39], [0.84, 1.42, -1.94], [-1.38, 0.58, 1.22], [-1.83, 0.18, 2.18], [2.66, -0.38, 0.25], [2.92, 0.34, -0.43], [0.11, 1.27, -1.10], [-0.69, 1.75, 1.18], [0.98, -1.37, -1.07], [-2.81, -1.44, 0.90], [-1.14, -0.26, -1.99], [-0.70, 2.44, 2.12], [2.59, -2.11, -0.87], [3.52, -0.75, 0.72], [-1.57, -0.01, -0.03], [0.56, 2.93, 0.14], [-0.87, 0.23, -1.15], [1.42, -2.04, 0.53], [-2.41, -1.85, -0.85], [-2.62, -1.06, -0.06]]}

(c)
{"formula": "C9H14", "method": "ωB97M-V/def2-TZVPD", "homo_energy_ev": -9.01, "smiles": "Cc1ccccc1.CC", "homo_lumo_gap_ev": 10.071, "charge": 0, "lumo_energy_ha": 0.03885, "elements": ["C", "H", "H", "C", "H", "C", "H", "H", "C", "H", "C", "C", "H", "H", "H", "H", "H", "H", "H", "C", "C", "H", "C"], "positions_angstrom": [[-0.55, -1.70, -1.77], [-0.21, -1.64, -2.81], [1.84, -1.18, 2.18], [1.61, -0.77, 1.20], [-3.15, 2.10, -0.23], [0.30, -0.91, -0.83], [-0.63, -2.75, -1.48], [2.87, 1.00, 1.32], [2.06, 0.49, 0.83], [-3.64, 0.54, 0.35], [0.60, 0.43, -1.10], [1.50, 1.10, -0.30], [0.50, -2.51, 0.55], [0.08, 0.91, -1.92], [-2.11, 0.82, -0.67], [-1.14, 0.57, 1.48], [-2.57, 1.31, 2.31], [-1.58, -1.32, -1.83], [-1.41, 2.27, 1.36], [0.75, -1.47, 0.36], [-1.94, 1.31, 1.42], [1.82, 2.11, -0.49], [-2.77, 1.14, 0.13]]}

(d)
{"formula": "C9H14", "method": "ωB97M-V/def2-TZVPD", "homo_energy_ev": -9.14, "smiles": "Cc1ccccc1.CC", "homo_lumo_gap_ev": 10.159, "charge": 0, "lumo_energy_ha": 0.03726, "elements": ["H", "H", "H", "C", "C", "H", "H", "C", "C", "C", "H", "C", "H", "C", "H", "H", "H", "C", "H", "H", "H", "H", "C"], "positions_angstrom": [[0.74, 0.43, 2.25], [0.76, -1.99, -2.10], [-0.99, -1.37, 1.76], [1.71, 0.10, 0.38], [0.72, -1.55, -1.11], [-1.13, -3.89, 0.07], [-1.53, 3.11, 1.39], [1.70, -0.61, -0.82], [0.77, -0.17, 1.36], [-0.20, -1.87, -0.10], [-1.18, -3.21, -1.46], [-0.19, -1.15, 1.06], [-0.91, 4.23, -1.32], [-0.81, 3.32, 0.60], [2.50, 0.83, 0.48], [-2.28, -2.55, -0.37], [-1.44, 2.49, -1.34], [-1.45, 3.43, -0.81], [2.45, -0.34, -1.55], [-0.25, 4.22, 0.83], [-0.17, 2.44, 0.55], [-2.47, 3.80, -0.72], [-1.25, -2.91, -0.40]]}

(c) comes first in stability; the runner-up is 3.8 kcal/mol higher.

(a)
{"formula": "C9H14", "method": "ωB97M-V/def2-TZVPD", "homo_energy_ev": -9.05, "smiles": "Cc1ccccc1.CC", "homo_lumo_gap_ev": 10.083, "charge": 0, "lumo_energy_ha": 0.03812, "elements": ["H", "H", "H", "C", "H", "C", "C", "H", "C", "C", "H", "C", "H", "H", "C", "C", "H", "H", "C", "H", "H", "H", "H"], "positions_angstrom": [[-0.37, -1.51, 3.28], [1.81, 0.12, 2.71], [-0.46, 0.55, 1.10], [0.10, 0.93, -2.64], [0.19, 1.16, -3.70], [0.93, 1.17, -0.42], [-0.26, 0.63, 0.05], [1.32, -1.34, 1.73], [1.12, 1.29, -1.79], [1.64, -0.95, 2.69], [2.57, -1.47, 2.91], [-2.19, 0.01, -3.14], [0.38, -0.45, 4.45], [0.92, -2.12, 4.37], [-1.10, 0.40, -2.18], [0.58, -1.28, 3.77], [1.68, 1.50, 0.29], [-2.14, -0.22, -0.35], [-1.28, 0.26, -0.81], [-2.68, -0.92, -2.85], [2.06, 1.67, -2.16], [-3.00, 0.73, -3.18], [-1.83, -0.18, -4.14]]}

(b)
{"formula": "C9H14", "method": "ωB97M-V/def2-TZVPD", "homo_energy_ev": -8.96, "smiles": "Cc1ccccc1.CC", "homo_lumo_gap_ev": 9.991, "charge": 0, "lumo_energy_ha": 0.03781, "elements": ["C", "H", "H", "C", "H", "C", "H", "H", "C", "H", "C", "H", "H", "H", "H", "H", "H", "C", "H", "C", "H", "C", "C"], "positions_angstrom": [[-2.98, -0.41, 1.75], [1.39, -2.89, 0.08], [-2.13, -0.30, 2.43], [-3.35, 0.98, 1.25], [2.40, 1.17, -2.24], [0.41, 1.67, -0.62], [-3.85, 1.60, 2.00], [-2.45, 1.57, 1.06], [2.84, -1.87, -1.00], [0.86, 2.36, 0.09], [2.43, 0.44, -1.43], [-3.93, 0.96, 0.33], [-0.60, 1.47, -0.26], [0.14, -0.82, 0.71], [4.15, -0.61, -2.18], [-2.57, -1.01, 0.94], [-3.69, -0.88, 2.43], [1.69, -1.90, -0.23], [0.36, 2.20, -1.57], [1.00, -0.73, 0.03], [3.40, -2.75, -1.32], [3.25, -0.67, -1.58], [1.24, 0.43, -0.69]]}

(a) comes first in stability; the runner-up is 10.3 kcal/mol higher.